P | The following is a DFT calculation (ωB97M-V/def2-TZVPD) of a cluster of 2 separate species, C3H9ClN3 in total.

HOMO-LUMO gap (alpha / beta)	0.303 / 0.319	Eh
E_LUMO (alpha / beta)	-6.16 / -5.87	eV

Geometry as ORCA input:
```
! wB97M-V def2-TZVPD RIJCOSX def2/J DEFGRID3
* xyz 1 1
H -0.46 2.65 0.21
N -0.05 -0.50 -0.31
C 0.22 0.71 -0.01
H 1.40 -1.84 -0.49
C 0.47 -1.82 0.00
Cl -2.83 -1.30 0.26
N -0.60 1.75 -0.12
H 2.43 1.16 -0.33
H 0.51 -1.94 1.15
H -1.55 1.35 -0.38
C 1.65 0.94 0.51
N -2.19 -0.11 -0.61
H 1.66 1.84 1.21
H -0.16 -2.55 -0.52
H 1.91 0.04 1.02
H -2.42 -0.38 -1.59
*
```

Q | The following is a DFT calculation (ωB97M-V/def2-TZVPD) of a cluster of 2 separate species, C3H9ClN3 in total.

HOMO-LUMO gap (alpha / beta)	0.257 / 0.257	Eh
E_LUMO (alpha / beta)	-7.13 / -7.12	eV

Geometry as ORCA input:
```
! wB97M-V def2-TZVPD RIJCOSX def2/J DEFGRID3
* xyz 1 1
C 1.93 -0.50 -0.36
H 0.72 2.05 -0.43
H 2.46 -0.78 0.54
H -1.25 2.16 -0.41
N -2.63 -0.08 0.62
N 0.06 -1.97 -0.11
H 2.20 0.55 -0.63
N -0.27 0.28 0.01
H -0.88 -2.16 -0.24
C 0.50 -0.72 -0.11
Cl -3.39 1.12 -0.11
H -2.18 0.29 1.44
H -0.19 1.98 1.18
C -0.21 1.67 0.06
H 0.74 -2.73 -0.43
H 2.38 -1.16 -1.02
*
```

Least stable = Q

P | The following is a DFT calculation (ωB97M-V/def2-TZVPD) of a cluster of 2 separate species, C3H6O2S in total.

HOMO-LUMO gap (alpha / beta)	0.299 / 0.273	Eh
E_LUMO (alpha / beta)	0.57 / -0.60	eV

Geometry as ORCA input:
```
! wB97M-V def2-TZVPD RIJCOSX def2/J DEFGRID3
* xyz 0 3
C -1.12 0.20 -0.14
H -0.40 1.75 1.13
H -0.62 2.26 -0.70
H -1.72 0.24 -1.12
O 3.15 -1.99 -0.66
C -0.32 1.49 0.09
C -0.12 -0.89 -0.21
S 2.67 -0.61 -1.08
H -1.91 -0.03 0.55
O 0.07 -1.79 0.65
H -0.39 -1.73 1.57
H 0.72 1.09 -0.07
*
```

Q | The following is a DFT calculation (ωB97M-V/def2-TZVPD) of an isolated molecule of C3H6O2S.

HOMO-LUMO gap (alpha / beta)	0.185 / 0.298	Eh
E_LUMO (alpha / beta)	0.71 / -2.45	eV

Geometry as ORCA input:
```
! wB97M-V def2-TZVPD RIJCOSX def2/J DEFGRID3
* xyz 0 3
C -0.18 -0.73 -0.57
O -1.48 -0.99 0.05
H 0.43 2.36 1.53
H 0.40 -2.46 -0.29
H 0.75 -0.35 1.30
C 0.20 1.73 0.62
C 0.57 0.28 0.47
S 1.78 1.46 -0.15
H -0.49 2.37 0.01
H -0.47 -0.29 -1.51
O 0.51 -1.80 -0.99
H -2.01 -1.58 -0.48
*
```

Least stable = Q

P | The following is a DFT calculation (ωB97M-V/def2-TZVPD) of a structure of composition C15H14AgN5O3S2.

HOMO-LUMO gap	0.312	Eh
E_LUMO	-0.04	eV

Geometry as ORCA input:
```
! wB97M-V def2-TZVPD RIJCOSX def2/J DEFGRID3
* xyz 0 1
H 2.16 3.01 -3.08
C -0.22 -2.69 4.63
H 2.94 1.55 -1.64
O -2.37 0.34 0.95
H 0.05 -3.48 5.31
S -1.90 -2.35 -2.37
H -2.57 3.31 -1.93
C -1.24 -1.81 4.97
N 0.06 -0.14 0.65
C 0.65 -1.20 1.21
N 0.25 -0.29 -2.33
C -0.31 -2.49 -1.83
H -1.75 -1.93 5.91
H 0.97 -3.61 -0.70
S -1.08 0.49 1.60
Ag -2.00 0.04 -1.42
H -0.58 -4.30 -1.03
C 0.39 2.02 -2.37
O -0.76 1.82 2.05
C -0.88 4.42 -2.66
H 1.36 -1.57 -1.18
N -0.92 2.11 -2.07
C 0.09 -1.54 2.57
C -1.61 -0.78 4.11
C 0.46 4.33 -2.98
N 0.12 -3.62 -1.25
C 1.11 3.11 -2.83
C 0.46 -2.57 3.42
C -1.52 3.28 -2.21
C 2.44 0.59 -1.63
H -2.40 -0.09 4.37
H -1.42 5.36 -2.74
C -0.92 -0.68 2.92
N 0.66 -1.53 -1.94
C 1.03 0.69 -2.15
O 1.55 -1.88 0.69
H 3.01 -0.12 -2.22
H 2.41 0.24 -0.60
H 1.01 5.19 -3.35
H 1.26 -3.24 3.14
*
```

Q | The following is a DFT calculation (ωB97M-V/def2-TZVPD) of a structure of composition C15H14AgN5O3S2.

HOMO-LUMO gap	0.290	Eh
E_LUMO	-0.41	eV

Geometry as ORCA input:
```
! wB97M-V def2-TZVPD RIJCOSX def2/J DEFGRID3
* xyz 0 1
H -7.09 -0.14 4.35
C -3.78 -0.90 4.38
N 2.23 -1.10 -1.59
C -5.72 0.40 2.79
N 1.69 -0.01 -0.99
H 2.19 5.23 1.08
O -3.63 2.38 0.96
C 2.30 1.10 -1.07
C -3.44 -0.32 3.17
N 0.32 2.14 -0.23
H -3.02 -1.39 4.98
N 2.16 -3.23 -2.36
C 2.35 3.35 0.06
H 4.42 0.76 -1.29
S -3.59 0.94 0.95
C -5.10 -0.82 4.79
O -1.10 -0.83 2.99
H 3.88 2.34 -1.87
H 3.53 0.90 -2.81
H -0.28 5.02 1.39
H 3.16 -3.29 -2.25
S -0.16 -2.35 -1.49
H 3.42 3.42 -0.07
C -4.39 0.31 2.40
H 3.14 -1.05 -2.02
C 1.63 2.25 -0.39
C -2.08 -0.29 2.52
C 3.61 1.29 -1.79
O -4.07 0.28 -0.24
H -5.40 -1.26 5.73
C 1.66 4.37 0.71
C 1.47 -2.22 -1.80
N -2.11 0.40 1.35
H -1.41 2.96 0.53
Ag -0.70 -0.24 -0.20
C -6.06 -0.18 4.00
H 1.66 -4.10 -2.47
C -0.34 3.11 0.40
C 0.29 4.25 0.88
H -6.45 0.89 2.17
*
```

Least stable = Q